Entry one
Density functional theory data (ωB97M-V with the def2-TZVPD basis set) for 2 unconnected molecules or ions with the total composition C3H11N3O.

Results
charge = 0
SMILES = [H]/N=C(\N)NCC.O
E_HOMO = -9.394 eV

The geometry in XYZ format:
```
18
Properties=species:S:1:pos:R:3:nbo_charge:R:1
H -1.20580 2.44047 -0.43249 0.346
N -0.27913 2.06940 -0.22256 -0.737
C -0.36645 0.84290 0.06967 0.573
N -1.57197 0.18737 0.39832 -0.893
N 0.76389 0.01639 0.09926 -0.616
C 1.99216 0.70338 0.50661 -0.214
C 3.09506 -0.36577 0.73842 -0.625
H -2.02311 0.54232 1.22092 0.394
H -1.55658 -0.81196 0.24760 0.391
H 0.61296 -0.68347 0.81098 0.359
H 1.86580 1.29669 1.41367 0.179
H 2.37791 1.37276 -0.24174 0.210
H 3.11493 -0.64484 1.79018 0.200
H 4.10039 -0.03896 0.53938 0.216
H 2.84822 -1.18070 0.05587 0.215
O -2.90025 -2.58208 -1.36025 -0.934
H -3.81972 -2.54360 -1.06262 0.466
H -2.84723 -1.72318 -1.80470 0.470
```

***

Entry two
Density functional theory data (ωB97M-V with the def2-TZVPD basis set) for 2 unconnected molecules or ions with the total composition C3H11N3O.

Results
charge = 0
SMILES = C=CO.CNNN
E_HOMO = -8.742 eV

The geometry in XYZ format:
```
18
Properties=species:S:1:pos:R:3:nbo_charge:R:1
C 2.35426 -0.23957 -0.26338 -0.639
C 2.10965 0.81674 0.52891 0.202
O 1.10224 1.67840 0.40645 -0.723
H 3.25078 -0.81294 -0.12287 0.216
H 1.86292 -0.31708 -1.22770 0.204
H 2.73691 1.03524 1.39001 0.172
H 0.31820 1.29221 -0.15656 0.503
C -2.38643 0.88277 -0.21368 -0.415
N -1.07730 0.27659 -0.42117 -0.514
N -0.88364 -0.79971 0.55672 -0.333
N -0.24862 -1.86999 -0.12286 -0.715
H -2.55952 1.60317 -1.01159 0.202
H -2.37331 1.39824 0.74541 0.201
H -3.19493 0.14672 -0.20842 0.189
H -1.06012 -0.26509 -1.30276 0.378
H -0.27196 -0.39705 1.27247 0.336
H -0.49765 -2.72626 0.36308 0.368
H 0.81854 -1.70239 -0.21207 0.370
```

***

Calculated relative energies: entry one 0.0; entry two 59.7, given in kcal/mol